No. 1
Entry from the Open Molecules 2025 dataset: a molecular structure, C32H40FeN4S (ωB97M-V/def2-TZVPD).

Properties
ΔE to the lowest compared entry with this formula, charge and spin ... 0.094 eV
Electronic energy ... -3124.1470 a.u.
Total charge ... +1
F_max ... 0.83 eV/A
HOMO (spin up / spin down) ... -10.511 / -10.506 eV
⟨S²⟩ ... 8.79
Spin multiplicity ... 6
Gap between HOMO and LUMO (spin up / spin down) ... 0.2933 / 0.1882 Eh

Each line ends with the Löwdin charge.
Cartesian coordinates (Å):
Fe1 0.292 0.189 0.071  0.755
C1 -5.553 -0.273 -0.268  -0.050
C2 -4.233 -0.699 -0.916  -0.391
C3 -4.449 -1.951 -1.774  -0.060
C4 -3.621 0.424 -1.750  -0.134
C5 -4.333 0.831 -2.876  -0.030
C6 -3.837 1.785 -3.742  -0.047
C7 -2.586 2.327 -3.509  -0.027
C8 -1.837 1.958 -2.399  -0.141
C9 -0.447 2.541 -2.239  -0.412
C10 -0.368 4.042 -2.516  -0.054
C11 0.506 1.774 -3.166  -0.095
C12 -2.379 1.031 -1.498  -0.139
N1 -1.645 0.710 -0.297  -0.029
C13 -2.296 0.730 0.833  -0.061
C14 -1.655 0.345 2.019  -0.308
C15 -2.094 0.308 3.332  0.010
C16 -1.000 -0.122 4.089  -0.008
C17 0.067 -0.315 3.214  -0.233
N2 -0.325 -0.043 1.936  0.009
C18 1.457 -0.780 3.574  -0.539
C19 2.397 0.430 3.545  -0.028
C20 1.472 -1.383 4.980  -0.051
C21 1.902 -1.853 2.575  -0.042
H1 -5.976 -1.093 0.314  0.088
H2 -6.283 0.010 -1.028  0.083
H3 -5.426 0.583 0.399  0.075
H4 -3.550 -0.971 -0.110  0.099
H5 -5.255 -1.800 -2.493  0.081
H6 -4.726 -2.799 -1.143  0.086
H7 -3.550 -2.212 -2.337  0.075
H8 -5.298 0.384 -3.078  0.115
H9 -4.415 2.095 -4.602  0.113
H10 -2.185 3.053 -4.205  0.115
H11 -0.131 2.403 -1.200  0.050
H12 -0.494 4.259 -3.577  0.079
H13 0.609 4.425 -2.217  0.082
H14 -1.133 4.588 -1.962  0.092
H15 0.150 1.835 -4.196  0.091
H16 0.558 0.709 -2.912  0.058
H17 1.516 2.183 -3.129  0.061
H18 -3.336 1.043 0.861  0.140
H19 -3.084 0.562 3.679  0.118
H20 -0.974 -0.265 5.157  0.109
H21 2.096 1.161 4.298  0.097
H22 2.372 0.926 2.575  0.053
H23 3.426 0.129 3.753  0.092
H24 1.241 -0.632 5.736  0.087
H25 2.464 -1.781 5.199  0.092
H26 0.750 -2.196 5.071  0.094
H27 1.891 -1.486 1.546  0.028
H28 1.239 -2.720 2.617  0.099
H29 2.918 -2.188 2.800  0.095
S1 2.181 1.461 -0.438  0.841
C22 3.784 1.370 0.184  -0.626
C23 4.548 2.548 0.072  -0.100
C24 5.860 2.564 0.502  -0.060
C25 6.428 1.415 1.040  -0.048
C26 5.681 0.244 1.153  -0.061
C27 4.368 0.215 0.732  -0.118
H30 4.093 3.433 -0.353  0.104
H31 6.443 3.471 0.418  0.115
H32 7.457 1.429 1.373  0.114
H33 6.130 -0.644 1.578  0.114
H34 3.786 -0.691 0.819  0.071
N3 2.653 -1.868 -1.202  0.151
C28 1.428 -2.462 -1.174  -0.363
C29 1.306 -3.837 -1.427  -0.002
C30 0.065 -4.413 -1.404  -0.034
C31 -1.059 -3.623 -1.146  -0.047
C32 -0.863 -2.295 -0.891  -0.104
N4 0.359 -1.701 -0.877  0.026
H35 3.418 -2.391 -1.593  0.117
H36 2.685 -0.870 -1.328  0.033
H37 2.192 -4.416 -1.648  0.121
H38 -0.043 -5.472 -1.600  0.122
H39 -2.057 -4.036 -1.144  0.109
H40 -1.694 -1.641 -0.683  0.082

***

No. 2
Entry from the Open Molecules 2025 dataset: 2 unconnected molecules or ions with the total composition C5H11N (ωB97M-V/def2-TZVPD).

Properties
ΔE to the lowest compared entry with this formula, charge and spin ... 1.571 eV
Electronic energy ... -251.8048 a.u.
Total charge ... 0
F_max ... 5.08 eV/A
HOMO ... -11.244 eV
Gap between HOMO and LUMO ... 0.4401 Eh

Each line ends with the Löwdin charge.
Cartesian coordinates (Å):
C1 -2.057 -0.646 -0.396  -0.291
C2 -1.818 -0.201 1.971  -0.096
C3 2.502 0.824 -1.512  -0.139
C4 -2.579 0.161 0.659  -0.203
C5 2.213 -0.497 -0.726  -0.135
N1 -1.789 -1.208 -1.353  0.151
H1 -2.039 0.373 2.809  0.042
H2 -0.689 -0.119 1.982  0.104
H3 -1.978 -1.194 2.233  0.046
H4 1.717 1.080 -2.195  0.052
H5 3.432 0.964 -1.912  0.022
H6 2.370 1.557 -0.679  0.068
H7 -2.140 1.218 0.433  0.152
H8 -3.647 0.125 0.571  0.109
H9 1.161 -0.802 -0.846  0.058
H10 2.577 -0.450 0.234  0.029
H11 2.764 -1.185 -1.274  0.031

***

No. 3
Entry from the Open Molecules 2025 dataset: 2 unconnected molecules or ions with the total composition C6H16 (ωB97M-V/def2-TZVPD).

Properties
ΔE to the lowest compared entry with this formula, charge and spin ... 0.248 eV
Electronic energy ... -238.1874 a.u.
Total charge ... 0
F_max ... 0.83 eV/A
HOMO ... -11.461 eV
Gap between HOMO and LUMO ... 0.4621 Eh

Each line ends with the Löwdin charge.
Cartesian coordinates (Å):
C1 -1.190 0.439 1.728  -0.327
C2 -2.528 -0.195 2.117  -0.127
C3 0.025 -0.324 2.273  -0.125
H1 -1.123 0.482 0.643  0.076
H2 -1.187 1.451 2.142  0.098
H3 -3.332 0.424 1.713  0.066
H4 -0.158 -0.611 3.311  0.066
H5 0.105 -1.239 1.682  0.067
H6 -2.641 -0.249 3.199  0.068
H7 -2.626 -1.191 1.682  0.070
H8 0.941 0.264 2.268  0.064
C4 0.929 0.044 -1.494  -0.321
C5 2.408 -0.318 -1.709  -0.124
C6 0.291 0.463 -2.840  -0.112
H9 0.879 0.849 -0.754  0.089
H10 0.393 -0.792 -1.043  0.087
H11 2.984 -0.378 -0.785  0.064
H12 2.498 -1.276 -2.226  0.072
H13 -0.053 -0.410 -3.392  0.069
H14 2.833 0.449 -2.350  0.060
H15 1.073 0.936 -3.429  0.057
H16 -0.522 1.181 -2.738  0.064

***

No. 4
Entry from the Open Molecules 2025 dataset: a molecular structure, C5H13N2O (ωB97M-V/def2-TZVPD).

Properties
ΔE to the lowest compared entry with this formula, charge and spin ... 5.827 eV
Electronic energy ... -382.8497 a.u.
Total charge ... -1
F_max ... 6.36 eV/A
HOMO ... -3.583 eV
Gap between HOMO and LUMO ... 0.2704 Eh

Each line ends with the Löwdin charge.
Cartesian coordinates (Å):
C1 -0.449 -0.648 -0.827  -0.412
N1 -1.434 -0.977 0.063  -0.054
C2 -2.372 -0.108 0.412  -0.510
O1 -2.453 1.175 0.303  -0.183
C3 1.032 -0.619 -0.233  -0.366
C4 1.053 0.718 0.717  -0.208
C5 2.242 0.585 1.689  -0.149
N2 2.080 -0.167 -1.575  -0.014
H1 -0.335 -1.333 -1.680  0.088
H2 -0.353 0.320 -1.274  0.077
H3 -2.431 -0.270 -2.396  0.032
H4 -2.148 0.071 -2.837  0.044
H5 -3.231 -0.731 0.634  0.067
H6 1.192 -1.577 0.449  0.160
H7 -0.131 0.867 0.929  0.129
H8 1.239 1.590 0.042  0.099
H9 2.553 1.366 2.453  0.072
H10 3.164 0.402 1.095  0.058
H11 2.090 -0.252 2.323  0.034
H12 1.554 -1.276 -1.134  0.081
H13 2.913 -0.137 -0.991  -0.045

***

No. 5
Entry from the Open Molecules 2025 dataset: 2 unconnected molecules or ions with the total composition C6H11NO2 (ωB97M-V/def2-TZVPD).

Properties
ΔE to the lowest compared entry with this formula, charge and spin ... 4.836 eV
Electronic energy ... -440.3095 a.u.
Total charge ... 0
F_max ... 3.08 eV/A
HOMO ... -7.107 eV
Gap between HOMO and LUMO ... 0.2884 Eh

Each line ends with the Löwdin charge.
Cartesian coordinates (Å):
C1 -2.327 1.882 0.209  -0.466
C2 0.230 -0.890 1.779  -0.220
C3 0.761 0.496 1.734  -0.179
C4 -0.129 -0.010 0.560  -0.231
C5 -0.126 -1.585 -1.132  -0.042
C6 0.636 0.747 -1.535  -0.070
N1 0.656 -0.415 -0.708  -0.263
O1 -1.943 2.496 -0.693  0.172
O2 -2.713 1.260 1.085  0.205
H1 0.806 -1.897 2.006  0.129
H2 -0.677 -0.964 2.367  0.071
H3 0.420 1.248 2.449  0.085
H4 1.799 0.610 1.516  0.069
H5 0.451 -1.934 -1.970  0.084
H6 -0.087 -2.192 -0.240  0.075
H7 -1.241 -1.383 -1.352  0.139
H8 -0.350 1.225 -1.544  0.077
H9 1.332 1.441 -1.185  0.083
H10 0.865 0.638 -2.600  0.101
H11 1.637 -0.773 -0.748  0.181

***

No. 6
Entry from the Open Molecules 2025 dataset: a molecular structure, C20H30AlB2BeCl5F16N5O12S (ωB97M-V/def2-TZVPD).

Properties
Electronic energy ... -6559.7993 a.u.
Total charge ... +1
F_max ... 2.80 eV/A
HOMO ... -9.376 eV
Gap between HOMO and LUMO ... 0.0404 Eh

Each line ends with the Löwdin charge.
Cartesian coordinates (Å):
O1 3.592 -1.956 -0.964  -0.061
C1 2.854 -2.973 -0.302  -0.225
C2 2.808 -2.685 1.227  -0.045
C3 1.554 -1.890 1.328  -0.277
N1 1.152 -1.086 0.393  0.237
C4 -0.022 -0.578 0.762  -0.304
N2 -0.753 0.249 0.043  0.108
C5 -2.041 0.708 0.502  -0.202
C6 -3.063 -0.425 0.244  -0.015
C7 -4.457 0.068 0.665  -0.480
F1 -4.332 0.527 1.930  0.122
F2 -4.767 1.055 -0.191  0.078
C8 -5.479 -1.090 0.554  -0.426
F3 -5.720 -1.253 -0.743  0.164
F4 -4.992 -2.270 0.979  0.092
S1 -7.120 -0.752 1.452  0.771
F5 -6.405 -0.890 2.847  -0.097
F6 -6.873 0.756 1.352  -0.087
F7 -7.901 -0.785 0.091  -0.101
F8 -7.408 -2.461 1.519  -0.447
F9 -8.460 -0.560 2.181  -0.078
N3 -0.306 -1.065 1.991  0.157
N4 0.697 -1.907 2.362  0.156
H1 3.412 -1.141 -0.490  0.077
H2 3.249 -3.957 -0.544  0.124
H3 1.830 -2.915 -0.689  0.094
H4 2.722 -3.647 1.733  0.125
H5 3.688 -2.160 1.590  0.126
H6 -0.384 0.557 -0.861  0.118
H7 -2.331 1.650 -0.060  -0.026
H8 -1.982 0.967 1.558  0.078
H9 -3.082 -0.586 -0.833  0.156
H10 -2.736 -1.289 0.812  0.129
H11 -1.103 -0.912 2.585  0.172
H12 0.758 -2.440 3.219  0.160
B1 0.711 -0.920 -2.804  -1.223
F10 -0.334 -0.251 -2.068  0.066
F11 0.410 -0.921 -4.155  0.130
F12 1.923 -0.256 -2.582  0.105
F13 0.812 -2.252 -2.336  0.084
C9 -0.650 4.051 1.806  -1.988
Cl1 -2.381 4.375 2.075  0.554
Cl2 0.307 5.418 2.331  0.618
Cl3 -0.171 2.604 2.725  0.555
Cl4 -0.412 3.784 0.080  0.636
Al1 -7.494 -4.644 1.235  1.074
C10 8.197 -1.003 -2.365  0.032
C11 7.439 -2.345 -2.039  -0.457
C12 6.063 -2.265 -2.892  0.100
O2 7.107 -2.376 -0.822  0.222
H13 7.620 -0.119 -2.099  0.104
H14 9.140 -0.986 -1.821  0.100
H15 8.402 -0.967 -3.436  0.104
H16 8.021 -3.186 -2.451  0.156
H17 5.461 -1.402 -2.621  0.100
H18 5.471 -3.162 -2.734  0.104
H19 6.324 -2.194 -3.950  0.118
B2 -2.486 6.425 -4.596  -1.036
O3 -1.606 5.206 -4.583  0.236
C13 -1.128 5.053 -3.381  -0.439
O4 -0.396 4.163 -3.006  0.069
C14 -1.657 6.170 -2.491  -0.449
O5 -1.387 6.275 -1.318  0.048
O6 -2.435 6.947 -3.185  0.238
F14 -3.782 6.069 -4.921  0.158
F15 -1.995 7.366 -5.473  0.169
O7 -9.169 2.064 0.541  -0.243
Cl5 -8.754 2.591 -0.790  0.706
O8 -9.609 1.920 -1.719  -0.212
O9 -7.382 2.222 -0.994  -0.317
O10 -8.931 3.994 -0.830  -0.252
Be1 -3.101 3.110 -0.434  0.793
C15 1.780 -1.812 -7.918  -0.062
C16 2.480 -1.986 -6.650  -0.276
N5 3.029 -2.121 -5.650  0.135
H20 2.435 -1.328 -8.639  0.081
H21 1.474 -2.781 -8.307  0.081
H22 0.897 -1.194 -7.766  0.087
O11 1.049 -1.606 5.383  0.070
C17 2.152 -1.266 5.741  -0.525
O12 2.967 -0.696 4.846  -0.009
C18 4.209 -0.062 5.196  -0.219
C19 5.351 -1.055 5.237  -0.057
C20 2.652 -1.550 7.132  0.024
H23 4.111 0.497 6.126  0.118
H24 4.391 0.671 4.413  0.125
H25 5.199 -1.810 6.010  0.072
H26 6.292 -0.545 5.438  0.089
H27 5.432 -1.580 4.285  0.078
H28 3.109 -2.538 7.149  0.103
H29 1.801 -1.543 7.808  0.097
H30 3.358 -0.811 7.502  0.079
F16 -8.912 1.699 2.523  -0.226